[1]
{"formula": "C30H30KN5O2S", "method": "ωB97M-V/def2-TZVPD", "elements": ["K", "C", "C", "C", "C", "C", "C", "N", "C", "C", "C", "C", "C", "N", "C", "C", "C", "C", "C", "C", "N", "H", "H", "H", "H", "H", "H", "H", "H", "H", "H", "H", "H", "H", "H", "H", "O", "C", "O", "C", "C", "C", "C", "S", "C", "C", "H", "H", "H", "H", "H", "N", "C", "N", "C", "C", "C", "C", "C", "H", "H", "H", "H", "H", "H", "H", "H", "H", "H"], "xyz": [[-0.660, 0.701, 0.067], [1.978, 3.083, -0.256], [0.835, 4.019, -0.013], [1.038, 5.313, 0.461], [-0.056, 6.117, 0.708], [-1.327, 5.620, 0.467], [-1.448, 4.324, -0.019], [-0.391, 3.543, -0.246], [-2.798, 3.741, -0.290], [-3.865, 4.558, -0.657], [-5.105, 3.979, -0.850], [-5.246, 2.614, -0.683], [-4.123, 1.863, -0.348], [-2.930, 2.423, -0.155], [-4.209, 0.380, -0.177], [-5.196, -0.363, -0.816], [-5.224, -1.733, -0.613], [-4.281, -2.312, 0.215], [-3.319, -1.502, 0.810], [-2.263, -2.062, 1.716], [-3.290, -0.184, 0.607], [2.939, 3.593, -0.228], [1.870, 2.592, -1.224], [1.992, 2.302, 0.509], [2.045, 5.666, 0.639], [0.074, 7.120, 1.094], [-2.203, 6.216, 0.679], [-3.722, 5.619, -0.800], [-5.957, 4.587, -1.125], [-6.212, 2.143, -0.799], [-5.908, 0.109, -1.477], [-5.973, -2.342, -1.103], [-4.276, -3.379, 0.396], [-2.369, -3.140, 1.835], [-2.329, -1.596, 2.700], [-1.262, -1.857, 1.330], [6.760, 0.804, -2.455], [6.566, 1.243, -1.183], [7.386, 1.966, -0.685], [5.334, 0.779, -0.495], [5.260, 0.931, 0.892], [4.142, 0.531, 1.592], [3.022, -0.024, 0.944], [1.591, -0.460, 1.837], [3.113, -0.172, -0.453], [4.241, 0.219, -1.152], [6.088, 0.150, -2.676], [6.105, 1.372, 1.404], [4.100, 0.654, 2.666], [2.269, -0.577, -0.998], [4.221, 0.112, -2.233], [-0.246, -1.588, -1.504], [0.380, -2.521, -1.226], [1.108, -3.605, -1.002], [1.978, -3.640, 0.192], [1.217, -4.151, 1.406], [0.528, -5.483, 1.116], [-0.355, -5.388, -0.127], [0.456, -4.887, -1.314], [2.360, -2.638, 0.373], [2.812, -4.300, -0.059], [0.488, -3.388, 1.689], [1.906, -4.239, 2.247], [-0.065, -5.797, 1.978], [1.283, -6.262, 0.959], [-1.182, -4.692, 0.052], [-0.797, -6.357, -0.370], [-0.153, -4.752, -2.207], [1.254, -5.594, -1.557]], "nbo_charge": [0.902, -0.664, 0.251, -0.246, -0.152, -0.251, 0.176, -0.464, 0.192, -0.241, -0.154, -0.234, 0.184, -0.425, 0.179, -0.247, -0.151, -0.249, 0.248, -0.656, -0.457, 0.229, 0.229, 0.255, 0.224, 0.221, 0.218, 0.225, 0.222, 0.221, 0.219, 0.220, 0.219, 0.213, 0.240, 0.241, -0.678, 0.777, -0.581, -0.273, -0.140, -0.265, -0.123, -0.538, -0.315, -0.131, 0.479, 0.231, 0.221, 0.209, 0.184, -0.497, 0.497, -0.478, -0.216, -0.422, -0.402, -0.416, -0.199, 0.262, 0.194, 0.218, 0.228, 0.213, 0.195, 0.199, 0.215, 0.216, 0.200], "lumo_ha": -0.0074, "homo_lumo_gap_ev": 6.4, "relative_energy_kcal_mol": 1.6, "e_homo_ev": -6.62}



[2]
{"formula": "C30H30MoN3O5", "method": "ωB97M-V/def2-TZVPD", "elements": ["Mo", "O", "C", "O", "C", "C", "C", "C", "C", "O", "C", "C", "O", "O", "H", "H", "H", "H", "H", "H", "H", "H", "C", "C", "C", "C", "C", "C", "C", "N", "C", "N", "C", "C", "C", "C", "C", "C", "C", "N", "C", "C", "C", "C", "C", "C", "C", "H", "H", "H", "H", "H", "H", "H", "H", "H", "H", "H", "H", "H", "H", "H", "H", "H", "H", "H", "H", "H", "H"], "xyz": [[1.051, -0.795, -0.137], [3.504, -3.190, 2.021], [3.451, -2.313, 1.276], [2.028, -1.721, 1.037], [4.455, -1.501, 0.521], [4.326, -0.013, 0.946], [5.626, 0.719, 0.655], [5.598, 0.780, -0.890], [4.250, 0.144, -1.212], [3.416, 0.489, -0.066], [4.300, -1.379, -1.049], [3.069, -2.054, -1.587], [2.855, -3.165, -1.851], [1.900, -1.078, -1.709], [5.422, -1.929, 0.785], [3.900, 0.147, 1.935], [6.491, 0.198, 1.059], [5.601, 1.714, 1.095], [6.416, 0.235, -1.359], [5.636, 1.804, -1.252], [3.778, 0.486, -2.129], [5.144, -1.854, -1.551], [-4.081, -0.006, 1.625], [-4.608, 0.986, 0.626], [-5.983, 1.125, 0.427], [-6.496, 2.051, -0.466], [-5.648, 2.874, -1.199], [-4.280, 2.751, -1.040], [-3.792, 1.819, -0.132], [-2.349, 1.716, 0.027], [-1.705, 0.612, -0.265], [-2.332, -0.467, -0.713], [-1.800, -1.768, -0.765], [-0.478, -2.070, -0.354], [-0.058, -3.425, -0.322], [-0.916, -4.419, -0.727], [-2.190, -4.084, -1.179], [-2.660, -2.773, -1.207], [-4.060, -2.463, -1.661], [-0.351, 0.504, -0.105], [0.471, 1.227, 0.814], [0.359, 0.884, 2.199], [1.084, 1.576, 3.131], [1.877, 2.653, 2.701], [1.973, 3.008, 1.363], [1.281, 2.316, 0.377], [1.359, 2.737, -1.053], [-4.677, 0.032, 2.535], [-3.047, 0.198, 1.909], [-4.137, -1.032, 1.254], [-6.657, 0.503, 1.002], [-7.567, 2.137, -0.588], [-6.050, 3.605, -1.886], [-3.600, 3.375, -1.606], [-1.815, 2.549, 0.238], [-3.327, -0.358, -0.896], [0.930, -3.694, 0.030], [-0.604, -5.453, -0.692], [-2.855, -4.872, -1.509], [-4.519, -3.340, -2.110], [-4.076, -1.674, -2.417], [-4.697, -2.161, -0.824], [-0.308, 0.077, 2.494], [1.022, 1.324, 4.181], [2.426, 3.229, 3.436], [2.590, 3.851, 1.079], [2.367, 3.076, -1.289], [0.695, 3.589, -1.226], [1.071, 1.953, -1.755]], "nbo_charge": [1.817, -0.330, 0.835, -0.635, -0.350, 0.092, -0.421, -0.441, 0.099, -0.573, -0.366, 0.807, -0.381, -0.606, 0.302, 0.237, 0.253, 0.247, 0.252, 0.255, 0.247, 0.308, -0.642, -0.064, -0.177, -0.149, -0.171, -0.229, 0.116, -0.520, 0.687, -0.566, 0.268, -0.295, -0.150, -0.174, -0.062, -0.031, -0.666, -0.566, 0.008, -0.171, -0.204, -0.045, -0.215, 0.123, -0.672, 0.270, 0.191, 0.220, 0.242, 0.254, 0.254, 0.235, 0.435, 0.477, 0.242, 0.267, 0.257, 0.273, 0.239, 0.239, 0.254, 0.273, 0.266, 0.261, 0.266, 0.275, 0.230], "lumo_ha": -0.4291, "homo_lumo_gap_ev": 5.2, "relative_energy_kcal_mol": 1.4, "total_charge": 3, "e_homo_ev": -16.84}



[3]
{"formula": "C30H30NO8P3PtS", "method": "ωB97M-V/def2-TZVPD", "elements": ["Pt", "C", "C", "C", "C", "C", "C", "C", "C", "C", "S", "C", "N", "H", "H", "H", "H", "H", "H", "H", "H", "C", "C", "O", "P", "O", "O", "O", "P", "O", "O", "O", "H", "H", "H", "H", "H", "H", "H", "O", "P", "C", "C", "C", "C", "C", "C", "C", "C", "C", "C", "C", "C", "C", "C", "C", "C", "C", "C", "H", "H", "H", "H", "H", "H", "H", "H", "H", "H", "H", "H", "H", "H", "H"], "xyz": [[1.072, 1.600, -0.596], [-1.443, 2.222, 1.771], [-0.213, 1.788, 2.499], [-0.248, 1.619, 3.906], [0.885, 1.265, 4.571], [2.088, 1.073, 3.855], [3.303, 0.726, 4.485], [4.431, 0.557, 3.729], [4.391, 0.713, 2.338], [3.224, 1.039, 1.679], [3.215, 1.166, -0.064], [2.040, 1.242, 2.453], [0.889, 1.590, 1.811], [-2.295, 2.275, 2.445], [-1.674, 1.543, 0.953], [-1.282, 3.203, 1.323], [-1.179, 1.777, 4.430], [0.883, 1.132, 5.645], [3.324, 0.605, 5.559], [5.369, 0.301, 4.200], [5.294, 0.564, 1.763], [1.015, 1.619, -3.964], [0.190, 2.838, -3.601], [-0.226, 3.432, -4.827], [-1.320, 2.514, -2.592], [-2.128, 1.363, -3.375], [-2.068, 3.811, -2.634], [-0.930, 1.929, -1.266], [1.103, 4.081, -2.620], [2.315, 4.614, -3.487], [0.129, 5.311, -2.579], [1.561, 3.600, -1.283], [0.414, 0.977, -4.606], [1.312, 1.056, -3.068], [1.908, 1.922, -4.513], [-0.850, 4.141, -4.619], [-2.694, 1.748, -4.052], [-0.806, 4.991, -2.483], [3.155, 4.421, -3.054], [0.714, -0.572, -0.528], [-0.269, -1.653, -0.225], [-1.851, -1.040, 0.386], [-2.247, -1.169, 1.712], [-3.431, -0.588, 2.141], [-4.213, 0.126, 1.249], [-3.822, 0.254, -0.075], [-2.647, -0.330, -0.508], [0.417, -2.722, 1.055], [0.433, -4.109, 1.007], [1.027, -4.829, 2.033], [1.610, -4.166, 3.101], [1.610, -2.780, 3.145], [1.019, -2.061, 2.124], [-0.668, -2.604, -1.701], [-1.627, -3.612, -1.698], [-1.934, -4.275, -2.872], [-1.299, -3.920, -4.055], [-0.358, -2.904, -4.064], [-0.040, -2.245, -2.887], [-1.638, -1.726, 2.411], [-3.738, -0.692, 3.172], [-5.132, 0.585, 1.586], [-4.426, 0.819, -0.770], [-2.340, -0.216, -1.537], [0.002, -4.634, 0.166], [1.043, -5.908, 1.990], [2.078, -4.731, 3.895], [2.082, -2.256, 3.964], [1.042, -0.980, 2.138], [-2.151, -3.864, -0.784], [-2.677, -5.060, -2.870], [-1.546, -4.434, -4.973], [0.126, -2.621, -4.987], [0.694, -1.451, -2.873]], "lowdin_charge": [0.834, -0.025, -0.304, -0.012, -0.005, -0.176, -0.058, -0.087, -0.120, -0.577, 0.615, -0.256, 0.063, 0.079, 0.039, 0.096, 0.109, 0.117, 0.106, 0.103, 0.100, -0.066, -0.606, -0.044, 0.349, -0.113, -0.292, -0.417, 0.478, -0.070, -0.100, -0.384, 0.086, 0.044, 0.089, 0.087, 0.088, 0.049, 0.100, -0.439, 0.828, -0.264, -0.069, -0.081, -0.077, -0.061, -0.091, -0.258, -0.064, -0.075, -0.072, -0.054, -0.067, -0.271, -0.086, -0.073, -0.075, -0.066, -0.055, 0.104, 0.107, 0.107, 0.113, 0.090, 0.097, 0.104, 0.105, 0.105, 0.090, 0.115, 0.105, 0.105, 0.107, 0.101], "lumo_ha": 0.0069, "homo_lumo_gap_ev": 7.1, "e_homo_ev": -6.96}